The following is a DFT calculation (ωB97M-V/def2-TZVPD) of one molecule with the formula C19H27N5O4S.

The geometry in XYZ format:
```
56
Properties=species:S:1:pos:R:3:mulliken_charge:R:1
H -1.195 -2.135 -0.895 0.42
C 5.382 0.583 0.168 -1.70
O 2.092 0.873 -1.176 -0.72
C -5.703 1.440 0.078 0.26
H 0.600 -2.470 2.437 0.36
C 5.688 -0.206 -2.926 -0.70
H 5.197 1.634 0.395 0.43
H -1.644 -0.445 -1.203 0.21
C 2.908 0.377 -0.422 -0.53
H -3.454 2.610 -1.053 0.28
H 5.346 0.011 1.093 0.38
C 5.175 -1.633 -2.783 -0.80
N -0.993 -0.900 0.758 0.18
H 5.930 -2.411 -2.871 0.45
H -5.046 0.847 -1.854 0.27
N -3.581 0.378 0.881 -0.34
N -5.528 0.799 2.196 0.94
C -3.034 -0.134 1.948 0.64
C 1.246 0.036 1.329 -1.61
O 5.527 -2.215 -0.220 -0.69
H 4.979 1.720 -2.165 0.42
C -4.952 0.284 3.312 -0.07
H 0.784 0.973 1.020 0.32
O -0.979 -0.562 2.993 -0.65
C -5.418 1.747 -1.358 -0.58
C -4.399 2.875 -1.528 -1.09
O 3.212 -2.320 -1.131 -0.62
H -4.761 3.795 -1.068 0.33
C 4.356 0.112 -0.862 1.57
N -6.759 1.311 2.108 -1.56
H 3.305 -0.484 1.380 0.36
H -3.164 -0.584 4.069 0.49
C -1.687 -1.256 -0.475 -0.98
H -2.725 -1.500 -0.287 0.45
S 4.518 -1.708 -1.118 1.31
C -3.688 -0.187 3.215 -1.03
H -5.556 0.298 4.207 0.46
H 6.392 0.482 -0.226 0.42
H -6.354 2.011 -1.855 0.34
C -6.854 1.693 0.832 -0.68
C 0.830 -2.475 1.373 -1.45
H 4.340 -1.836 -3.453 0.36
H -4.206 3.073 -2.583 0.34
H -7.773 2.145 0.492 0.48
H 1.892 -2.675 1.225 0.34
H 3.716 0.690 -2.826 0.40
H 5.818 0.058 -3.974 0.43
H 0.723 -1.171 -0.319 0.74
C 4.642 0.687 -2.251 -1.00
C 0.459 -1.141 0.739 0.00
C -1.581 -0.567 1.924 0.77
C -4.842 0.852 0.992 0.34
H 6.661 -0.108 -2.440 0.28
N 2.618 0.023 0.849 0.12
H 1.258 -0.003 2.414 0.54
H 0.282 -3.290 0.897 0.36
```

Properties
Molar mass   421.52 u
SMILES   CCc1cnn2ccc(C(=O)N(C)[C@H](C)CNC(=O)[C@]3(C)CCCS3(=O)=O)nc12
Energy above the lowest of the compared OMol25 structures with the same formula, charge and spin   225.9 kJ/mol
Total energy   -1713.161775 Eh
Lowest unoccupied orbital energy   0.1 eV

=====

The following is a DFT calculation (ωB97M-V/def2-TZVPD) of C19H27N6OS2W as an isolated structure.

The geometry in XYZ format:
```
56
Properties=species:S:1:pos:R:3:mulliken_spin:R:1
H -2.540 -0.576 -2.981 0.02
H 4.469 0.687 1.587 0.00
C -1.059 5.120 1.614 0.00
C 0.309 4.311 -0.290 0.00
C -3.187 0.166 1.577 0.01
H 0.043 -6.932 -1.164 0.00
H -3.960 -0.335 2.192 0.00
H -2.724 1.004 2.081 0.00
H 3.585 -3.349 0.555 0.00
C -1.558 -0.183 -2.826 0.01
N -2.218 -2.884 -1.599 0.01
C -0.991 -3.278 -1.227 -0.03
N 1.399 -4.155 -0.340 0.01
H -2.022 1.970 -2.217 0.01
S -0.902 2.938 0.152 0.00
H -1.638 -1.445 3.530 0.00
O -0.209 1.547 0.416 0.03
H 1.171 5.058 1.478 0.00
H 1.782 -0.057 -3.074 0.01
C 4.271 -1.368 1.033 0.02
N -0.720 -4.540 -1.382 0.00
H -0.145 -1.771 -3.444 0.00
H 5.272 -1.665 1.402 0.00
H -1.915 5.540 1.010 0.00
H 1.285 3.846 -0.416 0.00
C 0.296 5.297 0.862 0.00
N -0.086 -2.327 -0.797 -0.07
N 1.658 -0.626 0.266 -0.06
H 1.609 -6.542 -0.411 0.00
C 3.349 -2.300 0.548 0.00
C 2.573 0.283 0.691 0.03
H -1.089 5.647 2.580 0.00
C 0.740 0.145 -2.866 0.02
H -2.587 -2.001 -1.309 0.01
H -0.477 -0.209 2.960 0.00
C 3.852 -0.071 1.113 -0.02
C 2.096 -1.884 0.159 0.05
C 0.107 1.394 -2.485 -0.01
C 0.413 -4.982 -0.853 0.00
H 0.513 6.316 0.491 0.00
N 0.733 -6.265 -0.804 0.01
H 2.153 1.334 0.780 0.00
H -0.393 3.201 2.384 0.00
C -1.320 1.145 -2.407 0.00
H -0.150 -1.852 2.692 0.00
H -0.080 4.764 -1.226 0.00
C 1.094 -2.899 -0.331 0.02
H -3.644 0.432 0.591 -0.01
W -0.268 -0.193 -0.747 2.08
S -1.890 -1.089 1.192 -0.06
H 0.595 2.305 -2.275 0.01
C -0.317 -0.785 -3.082 -0.11
H -2.174 3.220 2.033 0.00
H -2.953 -3.522 -1.898 0.00
C -0.993 -1.158 2.717 0.01
C -1.158 3.571 1.764 0.00
```

Properties
Molar mass   603.44 u
⟨S²⟩   2.019
Energy above the lowest of the compared OMol25 structures with the same formula, charge and spin   69.9 kJ/mol
Total energy   -2006.567970 Eh
Lowest unoccupied orbital energy (alpha / beta)   -9.3 / -10.4 eV
Multiplicity   3
Net charge   +3

=====

The following is a DFT calculation (ωB97M-V/def2-TZVPD) of one molecule with the formula C19H27NO3.

The geometry in XYZ format:
```
50
Properties=species:S:1:pos:R:3:mulliken_charge:R:1
O 3.216 -1.718 0.153 -0.46
O -1.112 -0.951 -0.703 -0.57
H 1.748 -1.350 -2.024 0.31
H -1.585 -2.277 1.362 0.13
H 2.480 -2.949 -2.192 0.45
C -0.787 1.668 -1.134 -1.52
H -3.271 3.524 1.139 0.44
H 5.682 1.990 0.384 0.38
C -1.169 3.324 0.674 -1.13
C 4.693 1.569 0.280 -0.56
H -3.124 2.804 -1.226 0.41
N -2.074 1.070 -0.846 0.17
H -4.171 -0.630 -0.908 0.39
C -3.043 2.058 -0.428 -1.03
H 1.299 -4.418 0.137 0.41
C 3.258 -0.366 0.138 -0.05
C -3.441 -0.830 -0.120 -0.72
C 1.184 2.801 -0.099 -0.36
C 2.154 0.471 0.020 0.90
H -2.566 -3.724 1.590 0.35
H 0.743 -2.786 -1.853 0.28
H 1.174 0.040 -0.090 -0.03
H -0.805 3.731 1.620 0.45
C -2.567 2.738 0.861 -0.48
H 3.040 -4.296 -0.166 0.36
H -4.023 1.603 -0.289 0.43
H -0.920 2.471 -1.864 0.28
H 5.374 -0.466 0.386 0.47
H -0.141 0.902 -1.562 0.61
C 2.006 -2.409 -0.156 0.95
C 1.728 -2.373 -1.657 -1.27
H 3.707 3.474 0.128 0.48
C -3.355 -2.335 0.139 -0.57
H 1.164 -1.955 0.381 0.03
H -3.093 -2.189 2.282 0.32
O 1.345 3.965 -0.398 -0.64
C 3.598 2.401 0.139 -0.93
H -1.194 4.141 -0.050 0.32
C 2.320 1.857 0.021 -0.04
H -2.843 -2.807 -0.700 0.28
H -2.547 1.999 1.666 0.29
C 4.531 0.199 0.281 -0.38
H -3.771 -0.325 0.791 0.35
H -0.143 1.442 0.909 0.44
C 2.194 -3.838 0.340 -1.64
C -0.206 2.246 0.170 1.01
H -4.367 -2.742 0.197 0.39
H 2.387 -3.842 1.410 0.41
C -2.103 -0.258 -0.559 0.85
C -2.603 -2.650 1.426 -1.01
```

Properties
Molar mass   317.43 u
SMILES   CCCC(=O)N1CCC[C@H](C(=O)c2cccc(OC(C)C)c2)C1
Energy above the lowest of the compared OMol25 structures with the same formula, charge and spin   109.6 kJ/mol
Total energy   -1020.707296 Eh
Lowest unoccupied orbital energy   0.4 eV

=====

The following is a DFT calculation (ωB97M-V/def2-TZVPD) of C19H28AlBr4Cl2F6Li3MgNO8P as an isolated structure.

The geometry in XYZ format:
```
74
Properties=species:S:1:pos:R:3:mulliken_charge:R:1
Li 4.463 -0.171 -5.706 0.57
H 4.217 -0.149 -1.347 0.27
H -10.374 3.214 3.007 0.30
Br -6.492 1.453 5.028 -0.77
F 7.144 3.687 -0.978 -0.36
O 1.021 -3.313 -0.865 -0.56
Br 9.071 5.650 -1.313 0.15
H -5.093 0.860 1.338 0.33
Li 5.746 -5.201 0.118 0.94
C 8.389 4.800 2.498 0.84
H -8.818 2.355 4.718 0.33
O 8.786 4.495 1.385 -0.23
H -8.495 3.978 5.327 0.32
O 8.905 5.670 3.240 -0.35
O 7.396 4.300 3.075 -0.27
H 10.285 7.726 -1.900 0.31
H 0.744 -6.475 -1.561 0.37
C -6.279 -1.615 3.279 0.18
H 1.679 -4.712 0.387 0.29
H -6.994 0.344 2.835 0.63
C 1.286 -5.532 -1.663 -0.41
Al 6.658 2.161 -0.432 0.49
F 7.272 1.853 1.107 -0.37
F 7.203 0.957 -1.511 -0.39
C -7.981 4.504 2.655 0.76
H -1.402 -3.179 -1.309 0.53
F -10.789 4.542 4.432 -0.27
O -7.631 3.564 3.484 -0.19
C -4.248 -2.294 2.224 -0.50
Cl 4.321 -3.475 -0.777 -0.16
F 4.960 2.071 -0.396 -0.39
O 0.991 -4.820 -2.812 -0.64
H -1.723 0.084 -0.450 0.26
H -5.389 -3.531 3.578 0.40
H 2.687 -1.662 -0.917 0.60
H 0.713 -1.654 -2.479 -0.19
C -9.873 3.939 3.648 0.36
O -9.231 4.938 2.818 -0.28
C 10.556 6.865 -1.306 -0.32
C 4.446 -1.027 -1.958 -1.29
F -7.310 -1.897 4.101 -0.32
C -5.155 -0.108 1.822 -0.48
Br 10.947 7.514 0.468 -0.06
H -3.339 -0.844 0.934 0.23
C -8.705 3.393 4.434 -0.53
H -0.876 -0.151 -2.561 0.29
C -4.167 -1.059 1.596 0.05
H -2.607 -0.015 -2.634 0.40
C 2.662 -2.700 -2.853 -1.13
N -1.843 -0.847 -0.839 -0.47
H -2.850 -2.282 -3.275 0.43
H 2.369 -5.747 -1.596 0.17
C -1.806 -0.675 -2.299 -0.77
C -1.813 -2.007 -3.069 -0.55
O -7.221 4.948 1.800 -0.88
Cl 3.621 -4.106 -3.642 -0.31
Mg 5.310 -2.513 -3.990 0.34
P 0.789 -3.111 -2.548 1.13
H -3.484 -3.041 2.049 0.39
C 3.381 -2.117 -1.611 0.54
H 0.600 -3.041 -3.983 -0.04
H 5.466 -1.318 -1.708 0.48
H -1.012 -1.343 -0.532 0.19
H -1.343 -1.835 -4.044 0.27
H 4.395 -0.698 -2.991 -0.05
H -0.058 -4.854 -0.066 0.26
C -5.310 -2.576 3.075 -0.43
C 0.956 -4.666 -0.429 -0.47
C -6.221 -0.379 2.666 -0.52
Br 12.122 6.092 -2.129 -0.05
H 2.680 -1.923 -3.618 0.45
C -1.101 -3.151 -2.356 -1.21
H -1.455 -4.091 -2.787 0.40
Li -5.748 5.946 2.114 0.94
```

Properties
Molar mass   1006.03 u
Energy above the lowest of the compared OMol25 structures with the same formula, charge and spin   71.2 kJ/mol
Total energy   -14019.532620 Eh
Lowest unoccupied orbital energy   -4.0 eV